12 unconnected molecules or ions with the total composition C24H72O24 in a non-equilibrium geometry, computed with ωB97M-V/def2-TZVPD.

Its spin multiplicity is 1. Its net charge is 0. The HOMO energy is -10.01 eV. The LUMO energy is -0.2 eV. The SMILES is OCCO.OCCO.OCCO.OCCO.OCCO.OCCO.OCCO.OCCO.OCCO.OCCO.OCCO.OCCO. As for the gap between HOMO and LUMO: 9.81 eV.

Cartesian coordinates (Å):
C1 -22.38047 10.13562 -2.58293
C2 -23.12473 9.95968 -1.26443
O1 -24.48167 10.06924 -1.53994
O2 -20.94444 10.27581 -2.38061
H1 -22.66060 10.99073 -3.19809
H2 -22.57440 9.22498 -3.14969
H3 -22.77601 10.65582 -0.50162
H4 -23.00320 8.94235 -0.89244
H5 -24.78061 10.95252 -1.76810
H6 -20.72968 9.36667 -2.15939
C3 -19.50587 -8.87482 1.00355
C4 -19.54008 -7.45952 0.51865
O3 -18.21888 -6.91831 0.60328
O4 -18.93012 -9.77835 0.07460
H7 -20.48563 -9.20489 1.34881
H8 -19.05626 -8.92155 1.99540
H9 -20.31773 -6.87558 1.01095
H10 -19.83770 -7.33443 -0.52244
H11 -18.24617 -5.98367 0.82077
H12 -18.22993 -9.29637 -0.37153
C5 -23.64886 0.44326 -6.08210
C6 -22.21146 0.83070 -5.50821
O5 -22.15696 -0.00620 -4.34431
O6 -23.88061 1.63679 -6.81361
H13 -24.45932 0.17820 -5.40313
H14 -23.65624 -0.41998 -6.74758
H15 -22.14827 1.87704 -5.20940
H16 -21.45922 0.51180 -6.22971
H17 -21.44029 0.21972 -3.74686
H18 -24.63547 2.06791 -6.40629
C7 -17.71454 2.88875 -0.53997
C8 -17.83031 4.21952 -1.40843
O7 -17.47440 5.42523 -0.65865
O8 -17.78778 1.65388 -1.31330
H19 -18.31397 2.71923 0.35449
H20 -16.71816 2.95370 -0.10279
H21 -18.87779 4.35607 -1.67723
H22 -17.15125 4.20034 -2.26085
H23 -16.52648 5.57705 -0.65747
H24 -17.13244 1.02163 -1.00934
C9 -18.68827 7.26168 -8.48563
C10 -20.11078 7.40057 -8.88837
O9 -20.45638 8.74889 -9.35757
O10 -18.41445 5.89961 -8.07726
H25 -18.44818 8.00522 -7.72563
H26 -18.10002 7.32899 -9.40081
H27 -20.72847 7.16688 -8.02123
H28 -20.46474 6.59853 -9.53608
H29 -21.25850 8.56139 -9.85055
H30 -18.18962 5.35605 -8.83595
C11 -11.49342 5.65592 -3.91646
C12 -11.75300 5.56129 -2.35568
O11 -12.15216 6.74183 -1.75935
O12 -10.46176 6.57810 -4.27624
H31 -12.44626 5.69159 -4.44458
H32 -11.06479 4.69321 -4.19496
H33 -10.77786 5.33233 -1.92582
H34 -12.43422 4.72861 -2.18051
H35 -11.48895 7.40336 -1.96945
H36 -10.80466 7.47197 -4.34712
C13 -17.32112 11.12384 2.95737
C14 -17.79155 12.60761 2.69243
O13 -17.65972 13.45447 3.80088
O14 -18.44748 10.23339 2.85709
H37 -16.73919 11.11684 3.87901
H38 -16.65016 10.73129 2.19329
H39 -18.78788 12.65117 2.25250
H40 -17.08015 13.02355 1.97897
H41 -17.65218 14.38748 3.57497
H42 -18.04088 9.52626 2.35087
C15 -14.24136 11.50018 -4.61863
C16 -15.05404 12.74263 -5.09334
O15 -15.71242 13.28243 -4.00666
O16 -13.19535 11.29489 -5.56557
H43 -14.92834 10.69188 -4.36802
H44 -13.65365 11.79391 -3.74891
H45 -15.83333 12.44338 -5.79423
H46 -14.52121 13.55610 -5.58573
H47 -16.40864 12.63979 -3.85212
H48 -13.74585 11.16347 -6.34100
C17 -18.60656 -7.28695 -6.66854
C18 -19.45908 -6.29960 -5.76525
O17 -18.57002 -5.38459 -5.13404
O18 -17.96494 -8.31686 -5.90138
H49 -17.78026 -6.80856 -7.19434
H50 -19.08748 -7.89027 -7.43849
H51 -20.29560 -6.70570 -5.19655
H52 -19.91435 -5.58465 -6.45059
H53 -18.97307 -4.51734 -5.05006
H54 -17.11704 -7.93816 -5.65798
C19 -13.07137 3.72066 5.63575
C20 -14.13702 4.79380 5.18875
O19 -13.58898 5.82376 4.27673
O20 -12.87340 2.78119 4.46158
H55 -13.51399 3.24203 6.50931
H56 -12.16214 4.23798 5.94197
H57 -14.32669 5.28295 6.14419
H58 -15.08444 4.36666 4.86005
H59 -13.63995 5.53237 3.36345
H60 -12.13722 3.10718 3.93872
C21 -13.13751 -4.61247 -2.94686
C22 -13.33209 -3.35527 -3.74572
O21 -12.36513 -2.37326 -3.36466
O22 -13.97916 -5.60466 -3.51966
H61 -13.34948 -4.57426 -1.87835
H62 -12.11187 -4.97821 -2.99588
H63 -14.27737 -2.81672 -3.67852
H64 -13.07833 -3.55655 -4.78649
H65 -11.46376 -2.70297 -3.38542
H66 -14.81159 -5.13945 -3.63029
C23 -15.62046 -3.02858 5.24083
C24 -14.07075 -3.51418 5.28634
O23 -13.14559 -2.48118 5.65167
O24 -15.77098 -2.35572 3.94942
H67 -15.79124 -2.29170 6.02566
H68 -16.31972 -3.85784 5.34790
H69 -13.71828 -4.22216 4.53625
H70 -13.78158 -4.20692 6.07665
H71 -13.28421 -1.72973 5.07055
H72 -16.09649 -1.48783 4.19923

***

A molecular structure, C5H7BrN2 in a non-equilibrium geometry, computed with ωB97M-V/def2-TZVPD.

Its spin multiplicity is 1. Its net charge is 0. The HOMO energy (spin up / spin down) is -8.45 / -7.97 eV. The LUMO energy (spin up / spin down) is 0.1 / -0.8 eV. As for the gap between HOMO and LUMO (spin up / spin down): 8.56 / 7.17 eV.

Cartesian coordinates (Å):
C1 -0.33259 0.10671 -0.16193
C2 -2.32252 0.35026 -0.00486
C3 -0.08848 1.50707 -0.07219
C4 1.80457 -1.06629 0.34355
C5 0.42474 -1.12055 -0.32244
N1 -2.37239 1.61791 0.08184
N2 -1.31349 2.30932 0.05693
Br1 -3.56838 -0.98370 0.01743
H1 0.50060 1.78781 0.80695
H2 0.43146 1.92805 -0.93739
H3 2.38247 -0.22082 -0.02197
H4 2.35375 -1.98054 0.13223
H5 1.69462 -0.97286 1.42216
H6 -0.14635 -1.97187 0.06083
H7 0.55198 -1.29050 -1.40112

***

A molecular structure, C5H6O2, computed with ωB97M-V/def2-TZVPD.

Its spin multiplicity is 1. Its net charge is 0. The HOMO energy is -10.24 eV. The LUMO energy is 0.8 eV. As for the gap between HOMO and LUMO: 11.08 eV.

Cartesian coordinates (Å):
C1 -1.61528 -0.73370 -0.14101
C2 -0.27563 -0.12768 0.14776
C3 0.22176 1.29078 0.01430
C4 0.96576 0.12691 -0.63084
C5 1.68415 -0.46026 0.54524
O1 2.80352 -0.56424 0.93696
O2 0.51127 -0.70568 1.24037
H1 -2.30273 -0.55109 0.69210
H2 -1.57159 -1.81729 -0.30261
H3 -2.03662 -0.26946 -1.03713
H4 0.62171 1.72655 0.92614
H5 -0.14575 2.02829 -0.69603
H6 1.13941 0.05686 -1.69526

***

A molecular structure, C21H20BBeF4N2O4, computed with ωB97M-V/def2-TZVPD.

Its spin multiplicity is 1. Its net charge is -1. The HOMO energy is -4.75 eV. The LUMO energy is 2.8 eV. As for the gap between HOMO and LUMO: 7.50 eV.

Cartesian coordinates (Å):
Be1 -0.10924 -0.08128 0.52562
F1 1.99975 2.15389 -3.00298
B1 1.09852 1.07303 -3.22499
F2 -0.21542 1.60496 -3.27990
F3 1.41280 0.40567 -4.39939
F4 1.17526 0.19181 -2.11234
O1 -5.45729 -0.45964 -0.69895
C1 -4.54330 -0.83155 -1.64217
C2 -4.94763 -1.60146 -2.72935
C3 -4.03313 -2.00835 -3.68551
C4 -2.69822 -1.65475 -3.56321
C5 -2.29744 -0.90049 -2.47392
C6 -3.20006 -0.46861 -1.50192
C7 -2.69244 0.33148 -0.33151
O2 -3.41789 0.95640 0.41160
O3 -1.39157 0.28004 -0.19922
H1 -6.30707 -0.82997 -0.95821
H2 -5.99296 -1.88299 -2.81614
H3 -4.36895 -2.60492 -4.52541
H4 -1.96975 -1.95553 -4.30379
H5 -1.25941 -0.62017 -2.36622
C8 -2.82923 -4.30123 -0.07428
C9 -3.10572 -3.23366 0.76589
C10 -2.09425 -2.36183 1.14720
C11 -0.79542 -2.52516 0.67090
C12 -0.52320 -3.60850 -0.16641
C13 -1.52923 -4.48758 -0.53088
N1 0.21394 -1.57192 0.96914
C14 1.35922 -2.05156 1.60365
C15 2.60125 -1.43458 1.39411
C16 3.73913 -1.88015 2.04504
C17 3.69023 -2.96583 2.91108
C18 2.47003 -3.59725 3.11116
C19 1.32295 -3.15101 2.47457
H6 -3.61789 -4.97644 -0.38255
H7 -4.11431 -3.06477 1.12395
H8 -2.31157 -1.52373 1.79876
H9 0.48325 -3.73016 -0.54854
H10 -1.30320 -5.31097 -1.19837
H11 2.66216 -0.61223 0.69459
H12 4.68199 -1.38056 1.85284
H13 4.58546 -3.31682 3.40860
H14 2.40510 -4.44887 3.77903
H15 0.37992 -3.65301 2.65015
C20 2.41981 2.85998 0.39128
C21 1.14126 2.12915 0.14449
N2 0.33040 2.55830 -0.79231
O4 0.90680 1.10961 0.85368
H16 2.44637 3.83114 -0.09641
H17 3.22534 2.24091 -0.00640
H18 2.56762 2.96600 1.46411
H19 0.71446 3.16049 -1.50576
H20 -0.42801 1.95558 -1.09990

***

2 unconnected molecules or ions with the total composition C5H4N2O in a non-equilibrium geometry, computed with ωB97M-V/def2-TZVPD.

Its spin multiplicity is 1. Its net charge is 0. The HOMO energy is -8.67 eV. The LUMO energy is -0.2 eV. As for the gap between HOMO and LUMO: 8.49 eV.

Cartesian coordinates (Å):
C1 -0.05259 0.81122 -0.07747
C2 -1.34970 0.43843 -0.02198
C3 -0.16182 -1.38306 -0.01539
C4 0.77993 -0.38573 -0.09730
C5 2.20698 -0.39617 -0.10053
H1 0.14104 2.74452 0.84075
H2 -2.06877 1.32762 -0.50077
H3 -2.37954 -1.35686 -0.01719
H4 0.22752 -2.45925 -0.18246
N1 -1.41551 -0.89944 0.15620
N2 3.43592 -0.37395 0.08583
O1 0.63654 1.93267 -0.06969

***

A molecular structure, Cl3H3N4 in a non-equilibrium geometry, computed with ωB97M-V/def2-TZVPD.

Its spin multiplicity is 1. Its net charge is 0. The HOMO energy (spin up / spin down) is -9.21 / -9.20 eV. The LUMO energy (spin up / spin down) is -2.2 / -2.2 eV. As for the gap between HOMO and LUMO (spin up / spin down): 7.05 / 7.04 eV.

Cartesian coordinates (Å):
N1 -1.82072 -0.09092 -0.12689
N2 -0.54887 -0.40660 -0.33611
N3 0.36465 -0.08296 0.49084
N4 1.52268 -0.59539 0.24625
Cl1 -0.17908 2.14196 0.81042
Cl2 2.00727 -0.94746 -1.60619
Cl3 2.90427 -0.28034 1.11964
H1 -1.73691 0.88844 -0.06967
H2 -2.18466 -0.34814 0.81264
H3 -0.32865 -0.27859 -1.34093

***

In the order shown, the computed energy above the lowest of the compared OMol25 structures with the same formula, charge and spin values come out to 204.20 105.69 34.31 10.26 85.03 36.84 kcal/mol.
In the order shown, the computed M values come out to 744.8 175.0 98.1 460.2 108.1 165.4 g mol⁻¹.
In the order shown, the computed E_tot values come out to -2762.9047 -2878.0469 -344.5472 -1662.3290 -377.5285 -1601.1696 Eh.